## one
{"formula": "C28H33AsBaF6N5O7P3S", "method": "wB97M-V/def2-TZVPD", "elements": ["Ba", "C", "C", "N", "N", "C", "N", "S", "C", "C", "C", "C", "C", "N", "H", "H", "H", "H", "H", "H", "H", "H", "H", "H", "N", "C", "C", "P", "O", "O", "O", "P", "O", "O", "O", "H", "H", "H", "H", "H", "H", "H", "H", "F", "P", "F", "F", "F", "F", "F", "O", "As", "C", "C", "C", "C", "C", "C", "C", "C", "C", "C", "C", "C", "C", "C", "C", "C", "C", "C", "H", "H", "H", "H", "H", "H", "H", "H", "H", "H", "H", "H", "H", "H", "H"], "positions_angstrom": [[0.4479, -1.6098, -0.3706], [-3.3201, 3.0431, -0.9040], [-1.9756, 2.5442, -0.4626], [-1.7501, 1.6932, 0.4639], [-2.8001, 1.1028, 1.1222], [-2.4045, 0.2421, 2.0435], [-3.2621, -0.4842, 2.7524], [-0.7044, 0.1508, 2.3362], [-0.7682, 3.0596, -1.1632], [-0.8798, 3.6953, -2.3949], [0.2847, 4.1082, -3.0260], [1.4943, 3.8732, -2.4002], [1.4932, 3.2371, -1.1640], [0.3934, 2.8403, -0.5513], [-4.1386, 2.7961, -0.2319], [-3.5620, 2.6477, -1.8898], [-3.2895, 4.1288, -0.9828], [-3.7418, 1.0955, 0.7485], [-4.2349, -0.5452, 2.4948], [-2.9150, -1.1680, 3.4052], [-1.8377, 3.8445, -2.8715], [0.2420, 4.5959, -3.9900], [2.4288, 4.1694, -2.8549], [2.4239, 3.0357, -0.6469], [2.7999, -1.9551, -1.3415], [3.1628, -2.2133, 0.2339], [4.5757, -2.6772, 0.3780], [2.8086, -0.4322, 1.1359], [4.2272, 0.2823, 0.9123], [2.4013, -0.5753, 2.5425], [1.8049, 0.2375, 0.1427], [1.8241, -3.6096, 0.8699], [2.7566, -4.5685, 1.7172], [0.7079, -3.0037, 1.7042], [1.3573, -4.1705, -0.4600], [3.5725, -1.9811, -2.0006], [2.4107, -0.9216, -1.2266], [2.1123, -2.8023, -1.5203], [5.2570, -1.9746, -0.1039], [4.7057, -3.6739, -0.0488], [4.8209, -2.7250, 1.4382], [4.4945, 0.8181, 1.6714], [2.3465, -4.8536, 2.5455], [0.1659, -1.1647, -2.8176], [0.9645, -0.2726, -4.0780], [1.9880, 0.2536, -2.9136], [-0.1061, -0.9038, -5.0787], [-0.0247, 0.9338, -3.7326], [1.9046, -1.5800, -4.2383], [1.7246, 0.5206, -5.2005], [-2.0638, -1.3195, -0.4310], [-2.4090, -2.4470, -1.6888], [-1.3592, -4.0087, -2.1573], [-1.5416, -5.1147, -1.3360], [-0.8730, -6.2878, -1.6515], [-0.0368, -6.3331, -2.7579], [0.1289, -5.2199, -3.5703], [-0.5312, -4.0356, -3.2734], [-2.9464, -1.4790, -3.2540], [-3.2112, -0.1255, -3.1264], [-3.7281, 0.5762, -4.2044], [-3.9811, -0.0760, -5.4036], [-3.7108, -1.4300, -5.5296], [-3.1917, -2.1368, -4.4548], [-4.0610, -3.2391, -1.0580], [-4.4668, -3.0198, 0.2502], [-5.6335, -3.6051, 0.7264], [-6.3972, -4.4106, -0.1062], [-5.9887, -4.6373, -1.4144], [-4.8207, -4.0597, -1.8882], [-2.1841, -5.0735, -0.4652], [-0.9993, -7.1634, -1.0298], [0.4950, -7.2467, -2.9880], [0.7742, -5.2673, -4.4371], [-0.4098, -3.1662, -3.9061], [-2.9762, 0.3762, -2.1952], [-3.9341, 1.6356, -4.1167], [-4.3809, 0.4743, -6.2446], [-3.8935, -1.9370, -6.4668], [-2.9618, -3.1897, -4.5722], [-3.8503, -2.4063, 0.8977], [-5.9426, -3.4419, 1.7509], [-7.3042, -4.8689, 0.2636], [-6.5772, -5.2693, -2.0654], [-4.5122, -4.2608, -2.9085]], "mulliken_charge": [-0.01, -1.60, 0.37, 0.06, -0.20, 0.34, -0.32, 0.14, 0.95, -0.48, -0.66, -0.45, -0.27, -0.38, 0.44, 0.15, 0.49, 0.27, 0.22, 0.23, 0.30, 0.43, 0.42, 0.37, 0.16, 0.90, -1.89, 1.31, -0.55, -0.71, -0.60, 0.60, -0.52, -0.55, -0.42, 0.45, -0.23, -0.07, 0.49, 0.49, 0.34, 0.35, 0.41, -0.08, 1.62, -0.43, -0.37, -0.27, -0.41, -0.31, 0.42, 1.13, 0.81, -0.93, -0.82, -0.70, -0.86, 0.11, 0.92, -0.29, -0.32, -0.75, -0.85, -0.39, -0.23, -0.02, -0.50, -0.56, -0.75, -0.27, 0.49, 0.45, 0.42, 0.51, 0.31, -0.09, 0.33, 0.42, 0.43, 0.36, 0.09, 0.42, 0.39, 0.43, 0.35], "orbital_gap_ev": [8.930, 6.149], "s2": 0.7535, "molar_mass_g_mol": 1002.83, "spin_multiplicity": 2, "charge": 1}

## two
{"formula": "C28H33AsBaF6N5O7P3S", "method": "wB97M-V/def2-TZVPD", "elements": ["Ba", "C", "C", "N", "N", "C", "N", "S", "C", "C", "C", "C", "C", "N", "H", "H", "H", "H", "H", "H", "H", "H", "H", "H", "N", "C", "C", "P", "O", "O", "O", "P", "O", "O", "O", "H", "H", "H", "H", "H", "H", "H", "H", "F", "P", "F", "F", "F", "F", "F", "O", "As", "C", "C", "C", "C", "C", "C", "C", "C", "C", "C", "C", "C", "C", "C", "C", "C", "C", "C", "H", "H", "H", "H", "H", "H", "H", "H", "H", "H", "H", "H", "H", "H", "H"], "positions_angstrom": [[0.9307, 0.9377, -0.4001], [4.7305, -0.3468, 2.1681], [3.2393, -0.2816, 2.2547], [2.4396, -1.2136, 1.9022], [2.9150, -2.3868, 1.3471], [1.9349, -3.2731, 1.1953], [2.0956, -4.4114, 0.5495], [0.4661, -2.7889, 1.9271], [2.5979, 0.9389, 2.8242], [3.3505, 1.8397, 3.5571], [2.7366, 2.9805, 4.0527], [1.3968, 3.1836, 3.7872], [0.7233, 2.2325, 3.0307], [1.2978, 1.1310, 2.5647], [5.0842, -1.1863, 1.5797], [5.1355, -0.4546, 3.1767], [5.1130, 0.5710, 1.7247], [3.7201, -2.3958, 0.7277], [2.8698, -4.4890, -0.0989], [1.2746, -4.9568, 0.3367], [4.4005, 1.6649, 3.7367], [3.3046, 3.7002, 4.6267], [0.8761, 4.0641, 4.1358], [-0.3173, 2.3779, 2.7669], [1.9504, 4.6111, -2.8444], [1.9170, 4.3609, -1.3371], [2.3746, 5.6024, -0.5878], [0.1147, 3.9590, -1.0570], [-0.5966, 5.3971, -0.9760], [-0.2271, 3.2041, -2.3080], [-0.0983, 3.2213, 0.2372], [3.4543, 3.0394, -1.0966], [2.7179, 2.0022, -2.2157], [2.9564, 2.6696, 0.4115], [3.9597, 1.6371, -0.0004], [1.7233, 5.5733, -3.0962], [1.2045, 3.9587, -3.2237], [2.8576, 4.3726, -3.2535], [1.7536, 6.4735, -0.8091], [3.4183, 5.8461, -0.8038], [2.3021, 5.4084, 0.4835], [-1.0557, 5.5106, -0.1328], [3.2942, 1.2681, -2.4865], [2.5570, -1.1184, -0.8697], [2.8849, -2.0118, -2.2437], [3.9554, -2.8517, -1.3131], [1.7876, -1.1415, -3.0279], [1.7321, -3.0543, -1.7825], [4.0248, -0.9347, -2.5971], [3.2317, -2.8898, -3.5056], [-0.9912, -0.5914, -0.9923], [-2.4287, -1.3102, -0.6180], [-3.2053, -0.4725, 0.9228], [-4.5558, -0.1522, 0.9717], [-5.0724, 0.4687, 2.1014], [-4.2418, 0.7654, 3.1721], [-2.8902, 0.4494, 3.1187], [-2.3677, -0.1693, 1.9935], [-2.1588, -3.1625, -0.2054], [-1.3871, -3.9117, -1.0881], [-1.1636, -5.2561, -0.8233], [-1.6999, -5.8400, 0.3203], [-2.4615, -5.0842, 1.2024], [-2.6979, -3.7409, 0.9384], [-3.6140, -1.1491, -2.1072], [-3.2962, -0.2036, -3.0743], [-4.1427, -0.0399, -4.1611], [-5.2897, -0.8135, -4.2740], [-5.5983, -1.7605, -3.3052], [-4.7578, -1.9326, -2.2167], [-5.2024, -0.3691, 0.1298], [-6.1227, 0.7246, 2.1406], [-4.6482, 1.2482, 4.0510], [-2.2430, 0.6834, 3.9544], [-1.3097, -0.4045, 1.9497], [-0.9506, -3.4475, -1.9644], [-0.5812, -5.8490, -1.5181], [-1.5338, -6.8911, 0.5186], [-2.8805, -5.5411, 2.0889], [-3.2939, -3.1493, 1.6234], [-2.3957, 0.3903, -2.9751], [-3.9039, 0.6925, -4.9204], [-5.9462, -0.6822, -5.1240], [-6.4889, -2.3671, -3.4002], [-4.9882, -2.6820, -1.4670]], "mulliken_charge": [1.24, -1.82, 0.73, -0.02, -0.24, 0.34, -0.31, 0.14, 0.78, -0.68, -0.68, -1.03, 0.14, -0.16, 0.42, 0.41, 0.35, 0.39, 0.32, 0.13, 0.39, 0.43, 0.46, 0.49, -0.23, 0.81, -1.81, 0.26, -0.60, -0.84, -0.55, -0.37, -0.41, 0.36, -0.21, 0.34, 0.31, 0.33, 0.45, 0.48, 0.38, 0.32, 0.27, -0.31, 1.44, -0.46, -0.35, -0.21, -0.41, -0.33, 0.38, 0.69, 0.29, -0.39, -0.75, -0.62, -0.81, 0.26, 0.15, -0.14, -1.13, -0.25, -0.67, -0.22, 0.12, -0.66, -0.66, -0.46, -0.68, -0.40, 0.45, 0.41, 0.41, 0.52, 0.01, 0.34, 0.44, 0.44, 0.44, 0.46, 0.51, 0.42, 0.39, 0.41, 0.43], "orbital_gap_ev": [7.791, 5.303], "s2": 0.7538, "molar_mass_g_mol": 1002.83, "spin_multiplicity": 2, "charge": 1}

Most stable of them? one.

## one
{"formula": "C8H8O3", "method": "wB97M-V/def2-TZVPD", "elements": ["C", "O", "C", "C", "C", "C", "O", "C", "C", "C", "O", "H", "H", "H", "H", "H", "H", "H", "H"], "positions_angstrom": [[2.6328, 0.2374, -1.9020], [1.6607, -0.4922, -1.2332], [0.6821, 0.0527, -0.6073], [0.4616, 1.4338, -0.5638], [-0.6256, 1.9564, 0.1664], [-1.4747, 1.1270, 0.8479], [-2.4735, 1.7010, 1.5320], [-1.2787, -0.1813, 0.8365], [-0.1664, -0.7743, 0.0347], [0.0608, -2.2308, 0.0362], [0.0072, -2.8337, 1.1787], [2.1810, 0.8919, -2.7998], [3.4828, -0.6582, -2.4117], [3.1793, 0.5350, -1.1132], [1.2150, 1.9972, -1.3881], [-0.8627, 2.9274, 0.3052], [-3.0082, 1.1828, 2.1971], [-1.6584, -0.8801, 1.1092], [0.1639, -2.7228, -0.8095]], "mulliken_charge": [-1.08, -0.41, 1.07, -0.39, -0.75, 0.33, -0.58, -1.28, 0.30, -0.26, -0.53, 0.35, 0.19, 0.57, 0.01, 0.54, 0.32, 1.09, 0.51], "orbital_gap_ev": 8.613, "smiles": "COc1ccc(O)cc1C=O", "molar_mass_g_mol": 152.15, "spin_multiplicity": 1}

## two
{"formula": "C8H8O3", "method": "wB97M-V/def2-TZVPD", "elements": ["C", "C", "C", "C", "C", "C", "C", "C", "O", "O", "O", "H", "H", "H", "H", "H", "H", "H", "H"], "positions_angstrom": [[0.3227, 2.9385, 0.2110], [0.1369, 1.7317, 0.1489], [0.9975, -0.2671, -1.1857], [-1.4383, -0.4673, -0.2596], [0.6338, -1.3010, 1.0012], [2.0986, -1.0661, 0.6581], [0.0188, -0.5381, -0.1708], [-2.0234, 0.2862, -1.4435], [0.9299, 0.1865, -2.2852], [-2.1160, -0.8958, 0.6711], [2.1824, -0.6335, -0.6650], [0.0267, 3.9040, 0.6839], [0.4550, -2.3270, 1.0434], [0.3400, -0.9278, 1.9295], [2.5718, -0.3086, 1.3310], [2.7865, -2.0303, 0.6021], [-2.6776, -0.4078, -1.9424], [-1.1691, 0.4266, -2.0356], [-2.5074, 1.3300, -1.2237]], "mulliken_charge": [-0.12, -0.43, 0.47, 0.65, -0.78, -0.32, 0.49, -1.02, -0.56, -0.57, -0.34, 0.32, 0.38, 0.35, 0.25, 0.28, 0.38, 0.32, 0.25], "orbital_gap_ev": [8.183, 8.182], "molar_mass_g_mol": 152.15, "spin_multiplicity": 1}

Most stable of them? one.

## one
{"formula": "C8H8O3", "method": "wB97M-V/def2-TZVPD", "elements": ["C", "C", "C", "C", "C", "C", "C", "C", "H", "H", "H", "H", "H", "H", "H", "H", "O", "O", "O"], "positions_angstrom": [[-0.7473, -2.3553, 1.7233], [0.0165, -0.6750, 0.3881], [1.4519, -1.1438, 0.1811], [-0.0279, 0.6298, -0.2234], [0.9229, 1.3088, -1.0863], [0.1683, 2.4660, -1.6765], [-1.0358, 2.6835, -0.9447], [-1.3428, 1.3947, -0.2762], [0.0899, -1.9567, 2.4162], [-1.5819, -2.7182, 2.3519], [-0.5078, -3.1854, 0.9874], [1.5784, -2.6294, 0.8101], [2.1784, -0.1369, 1.0748], [1.7015, -0.8870, -1.2360], [0.3664, 2.8870, -2.8317], [-1.6584, 3.4330, -1.3032], [-0.9855, -1.1122, 1.1077], [2.0090, 0.9567, -1.4405], [-2.5959, 1.0405, -0.0221]], "mulliken_charge": [-0.76, 0.69, -0.82, -0.03, 0.78, -0.34, -0.65, 0.25, 0.40, 0.20, 0.27, 0.25, 0.28, 0.34, 0.27, 0.43, -0.33, -0.61, -0.62], "orbital_gap_ev": 8.309, "molar_mass_g_mol": 152.15, "spin_multiplicity": 1}

## two
{"formula": "C8H8O3", "method": "wB97M-V/def2-TZVPD", "elements": ["C", "C", "C", "C", "C", "C", "C", "C", "H", "H", "H", "H", "H", "H", "H", "H", "O", "O", "O"], "positions_angstrom": [[-1.8293, 2.4419, 0.9165], [-0.2910, 2.0465, 1.4012], [0.5628, 1.1951, 0.9010], [0.4038, 0.0916, 0.0783], [1.4734, -0.6810, 0.0126], [1.2026, -1.9451, -0.7225], [0.1613, -2.2456, -1.5859], [-1.0052, -1.2727, -1.6572], [-2.5548, 1.6445, 0.2924], [-2.3659, 3.0523, 1.9452], [-1.2449, 3.2809, 0.1754], [0.0563, 2.7745, 1.9616], [1.7393, 1.6058, 1.2007], [2.1832, -0.5735, 0.6823], [1.9211, -3.9040, -0.4320], [0.2725, -3.2403, -2.0398], [2.3406, -2.7520, -0.5574], [-2.0393, -1.2857, -2.2006], [-0.9866, -0.2332, -0.3716]], "mulliken_charge": [-0.68, -0.64, -0.30, 0.93, -0.88, 0.86, -0.68, 0.43, 0.25, 0.23, 0.20, 0.47, 0.06, 0.46, 0.38, 0.29, -0.57, -0.45, -0.37], "orbital_gap_ev": 8.375, "molar_mass_g_mol": 152.15, "spin_multiplicity": 1}

## three
{"formula": "C8H8O3", "method": "wB97M-V/def2-TZVPD", "elements": ["C", "C", "C", "C", "C", "O", "C", "C", "O", "O", "C", "H", "H", "H", "H", "H", "H", "H", "H"], "positions_angstrom": [[3.2005, -1.2455, -0.0194], [1.9784, -0.3926, 0.0057], [2.0739, 1.0066, -0.0024], [0.9508, 1.7921, 0.0197], [-0.3345, 1.2317, -0.0082], [-1.4239, 2.0453, -0.0104], [-0.4705, -0.1791, 0.0110], [-1.7534, -0.9284, 0.0000], [-1.8145, -2.1357, 0.0194], [-2.8467, -0.1566, -0.0164], [0.7066, -0.9605, 0.0149], [2.9445, -2.2863, -0.2836], [3.8951, -0.9176, -0.7920], [3.7440, -1.2786, 0.9443], [3.0566, 1.4869, 0.0392], [1.0396, 2.8879, 0.0807], [-1.0980, 2.9496, -0.0475], [-3.6004, -0.7813, -0.0235], [0.5889, -2.0308, 0.0134]], "mulliken_charge": [-1.35, 0.68, -0.71, -0.77, 1.04, -0.51, -0.11, 0.59, -0.62, -0.43, -0.49, 0.35, 0.35, 0.28, 0.38, 0.24, 0.30, 0.37, 0.41], "orbital_gap_ev": 9.221, "smiles": "Cc1ccc(O)c(C(=O)O)c1", "molar_mass_g_mol": 152.15, "spin_multiplicity": 1}

Most stable of them? three.